1.
Molecular formula: C4H9N3S
Method: DFT, ωB97M-V/def2-TZVPD

**SMILES**: CCN/N=C(\N)C=S
**Largest force on an atom**: 0.0437 Eh/bohr
**HOMO-LUMO gap**: 7.7 eV
**Molar mass**: 131.2 g mol⁻¹

Structure (XYZ):
```
17
Properties=species:S:1:pos:R:3:mulliken_charge:R:1
C 2.156 1.691 0.847 -1.06
C 0.913 1.578 -0.071 -0.36
N 0.412 0.200 0.069 -0.10
N -0.668 -0.010 -0.716 -0.53
C -1.311 -1.087 -0.469 0.35
N -0.807 -1.913 0.592 -0.60
C -2.491 -1.345 -1.226 -0.22
S -3.528 -2.633 -1.030 -0.27
H 2.615 2.693 0.681 0.33
H 1.869 1.546 1.878 0.33
H 2.889 0.934 0.570 0.31
H 1.212 1.661 -1.139 0.26
H 0.118 2.325 0.078 0.33
H 0.309 -0.122 1.057 0.40
H 0.211 -2.133 0.368 0.28
H -1.351 -2.779 0.575 0.25
H -2.547 -0.605 -2.063 0.31
```

2.
Molecular formula: C4H9N3S
Method: DFT, ωB97M-V/def2-TZVPD

**SMILES**: C=NSC/C(C)=N\N
**Largest force on an atom**: 0.0166 Eh/bohr
**HOMO-LUMO gap**: 9.2 eV
**Molar mass**: 131.2 g mol⁻¹

Structure (XYZ):
```
17
Properties=species:S:1:pos:R:3:mulliken_charge:R:1
C -2.796 0.595 -0.678 -0.30
N -1.649 0.497 -0.154 -0.28
S -1.126 -1.096 0.292 -0.02
C 0.501 -0.640 0.981 -0.90
C 1.465 -0.135 -0.069 0.85
C 2.212 -1.176 -0.837 -1.13
N 1.680 1.102 -0.279 -0.39
N 0.951 2.038 0.466 -0.57
H -3.461 -0.278 -0.860 0.18
H -3.179 1.559 -1.005 0.25
H 0.853 -1.563 1.451 0.37
H 0.329 0.080 1.774 0.45
H 1.524 -1.827 -1.433 0.25
H 2.726 -1.846 -0.126 0.27
H 2.925 -0.718 -1.527 0.35
H -0.038 1.846 0.361 0.30
H 1.170 2.959 0.081 0.30
```

3.
Molecular formula: C4H9N3S
Method: DFT, ωB97M-V/def2-TZVPD

**Largest force on an atom**: 0.1308 Eh/bohr
**HOMO-LUMO gap**: 9.1 eV
**Molar mass**: 131.2 g mol⁻¹

Structure (XYZ):
```
17
Properties=species:S:1:pos:R:3:mulliken_charge:R:1
C -0.055 -0.201 2.081 -0.87
C 0.245 0.072 0.655 0.65
C 1.268 -0.121 -1.446 -0.67
C 0.876 -0.958 -0.219 -0.13
H -0.551 1.423 3.009 0.29
H -2.033 1.060 1.505 0.38
H 0.773 -0.106 2.969 0.36
H -0.393 -1.210 2.014 0.36
H 1.491 -0.774 -2.276 0.39
H 2.266 0.546 -1.555 0.32
H 1.892 -1.226 0.200 0.32
H -0.874 -1.728 -0.756 0.24
H 0.352 -2.757 -0.745 0.28
N -1.290 0.478 2.603 -0.71
N -0.719 0.808 0.089 -0.57
N -0.173 -2.077 -0.259 -0.55
S -0.104 1.098 -1.739 -0.11
```

4.
Molecular formula: C4H9N3S
Method: DFT, ωB97M-V/def2-TZVPD

**SMILES**: C[C@H]1CN1/N=C/NS
**Largest force on an atom**: 0.1094 Eh/bohr
**HOMO-LUMO gap**: 10.0 eV
**Molar mass**: 131.2 g mol⁻¹

Structure (XYZ):
```
17
Properties=species:S:1:pos:R:3:mulliken_charge:R:1
C -3.018 -2.273 0.443 -1.24
C -2.127 -1.035 0.292 0.24
C -1.643 -0.213 1.425 -0.36
N -0.709 -1.139 0.765 -0.37
N -0.018 -0.030 -0.110 -0.33
C 1.235 -0.357 -0.075 0.00
N 2.317 0.471 -0.594 -0.36
S 1.964 2.078 -1.130 -0.14
H -2.801 -2.781 1.292 0.41
H -4.021 -1.789 0.825 0.26
H -3.213 -2.816 -0.594 0.25
H -2.204 -0.434 -0.676 0.38
H -1.407 0.929 1.161 0.26
H -2.011 -0.160 2.639 0.21
H 1.794 -1.194 0.425 0.35
H 3.159 0.525 0.097 0.32
H 1.477 2.622 -0.029 0.11
```

5.
Molecular formula: C4H9N4
Method: DFT, ωB97M-V/def2-TZVPD

**SMILES**: CCC([N+]#N)=C(N)N
**Largest force on an atom**: 0.1086 Eh/bohr
**Total charge**: +1
**HOMO-LUMO gap**: 9.5 eV
**Molar mass**: 113.1 g mol⁻¹

Structure (XYZ):
```
17
Properties=species:S:1:pos:R:3:mulliken_charge:R:1
C 1.273 1.702 0.295 -1.20
C -0.219 1.346 0.523 -1.00
C -0.412 -0.105 0.592 0.65
N -0.649 -0.661 1.711 0.54
N -0.683 -1.202 2.659 -0.52
C -0.319 -0.966 -0.563 0.45
N -0.626 -2.308 -0.345 -0.45
N 0.076 -0.628 -1.741 -0.31
H 1.816 0.952 -0.164 0.43
H 1.809 1.948 1.164 0.39
H 1.297 2.529 -0.382 0.32
H -0.881 1.804 -0.204 0.39
H -0.550 2.004 1.414 0.35
H -0.973 -2.630 0.528 0.19
H -0.942 -2.836 -1.089 0.23
H -0.022 0.350 -1.886 0.26
H 0.006 -1.301 -2.513 0.28
```

6.
Molecular formula: C4H9N4
Method: DFT, ωB97M-V/def2-TZVPD

**Largest force on an atom**: 0.1789 Eh/bohr
**Total charge**: +1
**HOMO-LUMO gap (alpha / beta)**: 6.7 / 7.7 eV
**Molar mass**: 113.1 g mol⁻¹
**Spin multiplicity**: 3
**⟨S²⟩**: 2.010

Structure (XYZ):
```
17
Properties=species:S:1:pos:R:3:lowdin_spin:R:1
C 1.494 0.894 1.262 0.38
C -0.662 1.589 0.509 0.36
C 1.862 0.200 0.199 0.62
C -0.849 -0.614 -0.550 0.05
N 0.290 1.598 1.284 0.30
N -1.041 0.769 -0.620 0.08
N -1.108 -1.433 -1.574 0.03
N -0.350 -1.119 0.512 0.07
H 2.037 0.756 2.183 0.01
H -1.389 2.369 0.494 0.02
H 1.442 0.471 -0.752 0.03
H 2.720 -0.353 0.252 0.04
H -1.825 0.960 -1.237 0.00
H -1.656 -1.203 -2.381 0.00
H -0.855 -2.414 -1.415 0.00
H -0.242 -0.400 1.272 0.01
H 0.133 -2.070 0.560 0.00
```

Question: Which value of molar mass does entry 6 give?
Answer: 113.1 g mol⁻¹

Question: molar mass of number 1 (C4H9N3S)?
Answer: 131.2 g mol⁻¹

Question: Among the records above, which one has the lowest largest force on an atom?
Answer: number 2

Question: Look up the largest force on an atom of the second one.
Answer: 0.0166 Eh/bohr